Here is an isolated molecule of C3H7NO2 from OMol25. Energies are from the ωB97M-V functional and the def2-TZVPD basis.

Calculated values
**Maximum force**: 3.4 eV/Å
**HOMO-LUMO gap**: 10.504 eV
**SMILES string**: C[C@@H](O)C(N)=O
**LUMO level**: 0.8 eV
**HOMO energy**: -9.714 eV

```
! RIJCOSX wB97M-V def2-TZVPD def2/J DEFGRID3
* xyz 0 1
C 1.303 0.723 -0.632
C -0.132 0.567 -0.234
O -0.980 0.204 -1.333
C -0.080 -0.512 1.014
N -1.221 -1.234 0.873
O 0.800 -0.564 1.837
H 1.823 1.236 0.178
H 1.379 1.284 -1.561
H 1.747 -0.269 -0.751
H -0.566 1.541 0.056
H -0.875 -0.737 -1.530
H -1.639 -0.381 0.468
H -1.559 -1.857 1.613
*
```